Record 1
Below is a structure of composition C42H38AsBr2FN6O4SeV at a distorted geometry, with properties calculated with ωB97M-V with the def2-TZVPD basis set.

Properties
HOMO (alpha / beta) = -5.38 / -5.54 eV
Largest force on an atom = 0.036 hartree/bohr
Charge = 0
HOMO-LUMO gap (alpha / beta) = 4.719 / 4.894 eV
Multiplicity = 2

Element x y z (Å)
V  0.39713  -0.69473  0.54453
Se  7.04424  -1.31303  4.09799
N  5.41758  -1.95487  4.40098
C  4.60037  -1.50219  3.46229
C  3.20732  -1.81517  3.39610
C  2.53203  -2.60521  4.32951
C  1.17689  -2.81131  4.15511
C  0.52862  -2.24564  3.05882
N  1.15007  -1.52567  2.13585
C  2.47335  -1.29255  2.30232
C  3.08147  -0.47270  1.32032
N  2.27243  -0.04368  0.32439
C  2.78150  0.75337  -0.60046
C  4.10884  1.16433  -0.60033
C  4.95957  0.72999  0.40661
C  4.45092  -0.11278  1.39123
C  5.21499  -0.66100  2.47441
N  6.51072  -0.45922  2.63965
H  3.07708  -3.03729  5.15289
H  0.61317  -3.40659  4.85585
H  -0.53554  -2.38656  2.92640
H  2.09905  1.07923  -1.37921
H  4.46308  1.82815  -1.37238
H  5.99510  1.02721  0.44634
C  -1.08553  1.39102  3.99143
C  -2.16399  0.61186  3.31440
C  -3.51877  0.79388  3.66798
C  -4.46880  -0.04662  3.15371
C  -4.09072  -1.06755  2.25724
C  -4.93489  -2.08844  1.77797
Br  -6.74230  -2.18792  2.37378
C  -4.46351  -3.06707  0.93779
C  -3.14614  -3.01679  0.50041
Br  -2.53776  -4.35031  -0.71192
C  -2.23091  -2.02958  0.88942
O  -1.02483  -1.98316  0.46037
C  -2.72793  -1.07987  1.85838
N  -1.81465  -0.27329  2.40875
H  -1.40380  1.72416  4.97673
H  -0.80717  2.25904  3.39044
H  -0.19495  0.77325  4.08083
H  -3.79530  1.57827  4.35997
H  -5.50570  0.04168  3.44665
H  -5.10844  -3.86894  0.60847
C  -2.94384  5.72489  -0.46735
C  -2.11472  5.45774  -1.72872
C  -2.97044  5.74416  -2.96448
C  -2.41051  5.05476  -4.20132
C  -2.34087  3.58098  -3.93705
C  -2.70288  2.64653  -4.88354
C  -2.55360  1.29431  -4.59773
F  -2.95819  0.38931  -5.51125
C  -1.96240  0.85856  -3.43670
C  -1.58007  1.78664  -2.46081
C  -0.84766  1.35342  -1.26499
O  -0.47833  0.16283  -1.11390
C  -0.52671  2.41460  -0.35837
C  -0.91950  3.69448  -0.60911
N  -1.60908  4.08230  -1.70122
C  -1.86269  3.15495  -2.68468
C  0.23577  2.17870  0.93213
O  0.70442  3.15692  1.51013
O  0.30143  0.98835  1.35749
H  -3.38337  6.71801  -0.51649
H  -2.33974  5.67165  0.43343
H  -3.74604  4.99384  -0.38748
H  -1.24145  6.12413  -1.73354
H  -3.01114  6.82307  -3.11902
H  -3.98988  5.39263  -2.79520
H  -1.40179  5.42899  -4.40284
H  -3.02778  5.26533  -5.07624
H  -3.10007  2.95051  -5.83948
H  -1.80272  -0.19227  -3.26641
H  -0.63863  4.45431  0.10521
C  4.22176  -2.91869  -1.01972
C  3.06335  -2.47532  -1.90527
As  1.27787  -2.53700  -1.00399
C  1.29953  -4.47186  -0.55128
C  1.77685  -4.75577  0.86824
C  0.18035  -2.67136  -2.64183
C  0.54107  -1.62356  -3.68901
H  5.17385  -2.75764  -1.52473
H  4.14074  -3.97980  -0.78796
H  4.23732  -2.35757  -0.08453
H  3.01379  -3.12195  -2.79004
H  3.23437  -1.44851  -2.24588
H  1.95043  -4.96588  -1.28300
H  0.28733  -4.85878  -0.68388
H  2.74374  -4.28784  1.06484
H  1.87722  -5.82906  1.02871
H  1.05800  -4.36633  1.58921
H  -0.85291  -2.52555  -2.32271
H  0.26454  -3.68440  -3.05570
H  0.57937  -0.63597  -3.22551
H  -0.20756  -1.60618  -4.48062
H  1.50755  -1.83127  -4.14781

=====

Record 2
Below is a cluster of 2 separate species, C6H16S2 in total, with properties calculated with ωB97M-V with the def2-TZVPD basis set.

Properties
ΔE to the lowest compared entry with this formula, charge and spin = 0.4806 eV
SMILES string = CCCC.CSSC
HOMO = -7.85 eV
Largest force on an atom = 0.019 hartree/bohr
Charge = 0
HOMO-LUMO gap = 8.439 eV

Element x y z (Å)
C  -1.30805  2.05214  -0.24731
C  -1.24341  -1.70463  -1.28997
C  -1.70751  -0.43451  -0.56908
C  -0.88061  0.79231  -0.98284
H  -2.35110  2.01261  0.08054
H  -1.25206  2.94038  -0.88158
H  -0.70697  2.23680  0.64190
H  -1.61251  -2.58740  -0.75863
H  -0.15922  -1.74797  -1.37045
H  -1.70332  -1.78443  -2.27605
H  -1.59741  -0.52671  0.50841
H  -2.75796  -0.27195  -0.81738
H  0.16841  0.55262  -0.76244
H  -0.86421  0.91698  -2.06919
C  3.16938  0.66227  -0.43214
S  2.41702  -0.77636  0.39232
S  1.39403  0.22270  1.89736
C  0.41144  -1.14499  2.57774
H  2.80380  0.73483  -1.45548
H  2.88508  1.55951  0.10729
H  4.24471  0.52005  -0.47749
H  1.05124  -1.94679  2.94498
H  -0.14276  -0.70704  3.40384
H  -0.25798  -1.57041  1.83565

=====

Record 3
Below is a cluster of 3 separate species, C4H11NO4 in total at a distorted geometry, with properties calculated with ωB97M-V with the def2-TZVPD basis set.

Properties
ΔE to the lowest compared entry with this formula, charge and spin = 1.9942 eV
SMILES string = C[C@@H](C=O)NC=O.O.O
HOMO = -9.94 eV
Largest force on an atom = 0.053 hartree/bohr
Charge = 0
HOMO-LUMO gap = 9.917 eV

Element x y z (Å)
C  -2.05884  1.05413  0.16371
N  -0.75210  0.73339  -0.16697
C  -0.80529  -1.65993  0.61439
C  -0.10681  -0.23002  0.72998
C  1.38468  -0.49948  0.47936
O  1.86270  -1.01021  -0.48511
O  -2.73374  1.78491  -0.52053
H  -2.46255  0.55481  1.02589
H  -0.35272  0.63869  -1.10090
H  -0.39034  -2.06491  -0.29710
H  -1.87954  -1.68016  0.37512
H  -0.36266  -2.22409  1.43381
H  -0.19421  0.07786  1.76564
H  1.93193  -0.27032  1.44500
H  1.17877  3.25207  0.74211
H  2.10636  2.21500  0.79840
O  2.12214  3.18068  0.96154
H  0.70862  -1.62954  -1.97424
H  0.32409  -1.31732  -3.42633
O  0.47952  -0.90554  -2.56374